(1)
The following is a quantum chemistry calculation of a cluster of 10 separate species, C18H46BO17 in total at a distorted geometry, from OMol25.

Each line ends with the Löwdin charge.
Geometry (Å):
O1 -1.141 -3.324 0.253  0.142
C1 -1.070 -2.178 0.573  -0.356
O2 -1.039 -1.144 -0.253  0.248
B1 -0.591 0.033 0.489  -0.855
O3 -0.684 -0.331 1.908  0.246
C2 -0.891 -1.624 1.998  -0.419
O4 -0.953 -2.288 2.962  0.186
O5 -1.393 1.287 0.260  0.242
C3 -0.584 2.231 -0.140  -0.387
O6 -0.817 3.388 -0.332  0.134
C4 0.845 1.671 -0.203  -0.370
O7 0.782 0.387 0.058  0.231
O8 1.835 2.292 -0.475  0.123
C5 4.546 2.068 -2.436  -0.151
O9 4.413 1.174 -3.545  -0.126
H1 4.123 3.037 -2.756  0.068
H2 3.852 1.805 -1.644  0.055
H3 5.576 2.288 -2.160  0.081
H4 4.532 1.654 -4.365  0.065
C6 -3.970 4.049 2.222  -0.166
O10 -3.663 4.032 3.595  -0.108
H5 -3.080 3.897 1.613  0.059
H6 -4.666 3.250 1.960  0.056
H7 -4.350 5.008 1.874  0.080
H8 -2.804 3.629 3.723  0.073
C7 -3.115 -6.225 2.820  -0.089
C8 -3.283 -6.304 1.298  -0.303
O11 -3.395 -4.994 0.741  -0.100
H9 -3.506 -7.112 3.325  0.063
H10 -3.613 -5.321 3.164  0.073
H11 -2.072 -6.122 3.136  0.067
H12 -4.250 -6.763 1.094  0.105
H13 -2.460 -6.842 0.822  0.094
H14 -2.511 -4.591 0.745  0.035
C9 3.373 5.451 0.530  -0.098
C10 4.503 4.666 1.181  -0.312
O12 4.063 3.372 1.574  -0.087
H15 2.475 5.439 1.163  0.079
H16 2.993 5.015 -0.400  0.067
H17 3.588 6.510 0.367  0.070
H18 4.804 5.255 2.052  0.104
H19 5.336 4.534 0.484  0.102
H20 3.203 3.156 1.204  0.044
C11 4.273 -1.054 0.577  -0.075
C12 3.356 -1.423 -0.575  -0.302
O13 3.749 -2.709 -1.067  -0.088
H21 3.811 -0.298 1.222  0.071
H22 5.247 -0.744 0.209  0.070
H23 4.318 -1.914 1.248  0.073
H24 3.369 -0.680 -1.378  0.103
H25 2.312 -1.483 -0.280  0.091
H26 4.246 -2.600 -1.881  0.073
C13 -4.901 0.472 2.671  -0.075
C14 -5.314 0.202 1.227  -0.337
O14 -6.369 -0.734 1.224  -0.071
H27 -5.745 0.650 3.328  0.078
H28 -4.116 1.223 2.666  0.054
H29 -4.446 -0.474 2.973  0.074
H30 -4.470 -0.133 0.615  0.109
H31 -5.542 1.169 0.743  0.101
H32 -6.208 -1.360 0.513  0.082
C15 1.038 -5.771 -0.659  -0.097
C16 -0.101 -6.274 -1.520  -0.307
O15 -0.349 -7.671 -1.294  -0.097
H33 1.308 -4.737 -0.895  0.068
H34 1.957 -6.328 -0.864  0.075
H35 0.822 -5.770 0.411  0.074
H36 0.079 -6.104 -2.577  0.110
H37 -0.987 -5.704 -1.214  0.094
H38 -0.318 -7.770 -0.337  0.063
C17 0.275 2.267 -4.410  -0.079
C18 1.180 3.055 -3.489  -0.286
O16 1.900 4.006 -4.331  -0.094
H39 -0.463 1.627 -3.925  0.071
H40 0.862 1.710 -5.141  0.072
H41 -0.282 2.992 -5.013  0.074
H42 1.948 2.422 -3.046  0.076
H43 0.669 3.570 -2.679  0.102
H44 2.782 3.648 -4.441  0.046
O17 -1.971 5.886 0.419  -0.078
H45 -1.271 6.435 0.054  0.029
H46 -1.589 4.987 0.437  -0.009

## Properties
gap between HOMO and LUMO = 9.9 eV
E_HOMO = -7.84 eV
spin multiplicity = 1
E_LUMO = 2.096 eV
energy above the lowest of the compared OMol25 structures with the same formula, charge and spin = 0.0 kcal per mole
charge = -1

---

(2)
The following is a quantum chemistry calculation of a structure of composition C13H17ClINO2PTi at a distorted geometry, from OMol25.

Each line ends with the Löwdin charge.
Geometry (Å):
C1 -3.308 2.464 -5.284  0.010
C2 -3.226 1.199 -4.450  -0.487
H1 -4.120 2.321 -5.994  0.128
H2 -2.381 2.625 -5.834  0.119
H3 -3.511 3.341 -4.670  0.113
O1 -3.800 0.167 -4.577  0.190
I1 -1.763 1.286 -2.613  1.107
Ti1 -0.083 0.695 -0.519  0.316
P1 1.471 -0.675 -1.600  0.763
C3 1.658 -2.484 -1.287  -0.180
C4 1.221 -0.626 -3.408  -0.239
H4 3.233 1.002 -1.359  0.056
H5 3.779 -0.401 -2.309  0.082
H6 3.665 -0.514 -0.511  0.074
C5 3.219 -0.089 -1.421  -0.180
H7 0.897 0.372 -3.702  0.013
H8 2.150 -0.853 -3.938  0.085
H9 2.281 -2.979 -2.045  0.097
H10 0.663 -2.937 -1.301  0.054
H11 0.440 -1.336 -3.687  0.070
H12 2.112 -2.640 -0.303  0.070
C6 -1.506 -0.801 -0.703  -0.231
O2 -2.180 -1.753 -0.766  0.203
Cl1 0.370 2.888 -0.747  0.176
N1 0.565 0.474 1.435  0.070
C7 0.812 0.281 2.580  0.000
C8 1.056 0.263 3.971  -0.190
C9 -0.057 0.506 4.834  0.011
C10 0.112 0.627 6.214  -0.010
C11 1.391 0.428 6.758  0.014
C12 2.498 0.217 5.940  -0.012
C13 2.341 0.082 4.555  0.023
H13 -1.083 0.611 4.455  0.134
H14 -0.731 0.871 6.878  0.141
H15 1.498 0.452 7.842  0.140
H16 3.500 0.172 6.404  0.144
H17 3.210 -0.145 3.949  0.128

## Properties
gap between HOMO and LUMO = 4.7 eV
E_HOMO = -17.88 eV
spin multiplicity = 1
E_LUMO = -13.203 eV
energy above the lowest of the compared OMol25 structures with the same formula, charge and spin = 43.0 kcal per mole
charge = +3

---

(3)
The following is a quantum chemistry calculation of the molecule C5H8O at a distorted geometry, from OMol25.

Each line ends with the Mulliken spin population.
Geometry (Å):
C1 -0.474 -0.341 0.175  0.681
C2 0.687 0.260 0.172  0.781
C3 -0.466 1.117 -0.122  0.151
C4 -1.289 -1.561 0.370  -0.005
C5 2.153 0.398 0.150  0.011
O1 -0.700 1.545 -1.478  0.059
H1 -1.208 1.795 0.686  0.103
H2 -2.317 -1.192 0.913  0.030
H3 -0.827 -2.300 1.100  -0.003
H4 -1.499 -2.009 -0.622  0.080
H5 2.378 1.278 -0.525  -0.001
H6 2.655 -0.598 -0.284  0.025
H7 2.472 0.523 1.232  0.090
H8 -1.564 1.083 -1.767  -0.001

## Properties
gap between HOMO and LUMO (spin up / spin down) = 5.5 / 7.9 eV
E_HOMO (spin up / spin down) = -4.58 / -9.91 eV
spin multiplicity = 3
E_LUMO (spin up / spin down) = 0.881 / -2.019 eV
energy above the lowest of the compared OMol25 structures with the same formula, charge and spin = 57.3 kcal per mole
charge = 0
<S²> = 2.008

---

(4)
The following is a quantum chemistry calculation of the molecule C5H9NO2 at a distorted geometry, from OMol25.

Each line ends with the Löwdin charge.
Geometry (Å):
O1 3.004 -0.527 -0.260  0.074
C1 1.948 -0.253 0.291  -0.233
C2 0.590 0.095 -0.105  -0.359
C3 0.480 1.568 0.331  -0.119
O2 -0.765 2.239 -0.222  -0.076
N1 -0.316 -0.782 0.566  -0.083
C4 -1.754 -0.672 0.190  -0.087
C5 -0.847 -1.742 -0.356  -0.164
H1 1.977 -0.186 1.363  0.123
H2 0.399 -0.062 -1.170  0.144
H3 1.356 2.045 -0.116  0.125
H4 0.446 1.600 1.431  0.137
H5 -0.606 2.080 -1.147  0.058
H6 -2.098 0.023 -0.561  0.096
H7 -2.404 -0.996 1.072  0.131
H8 -0.791 -2.735 0.134  0.115
H9 -0.619 -1.694 -1.441  0.117

## Properties
gap between HOMO and LUMO = 10.6 eV
E_HOMO = -9.86 eV
spin multiplicity = 1
E_LUMO = 0.762 eV
SMILES string = O=C[C@H](CO)N1CC1
energy above the lowest of the compared OMol25 structures with the same formula, charge and spin = 82.6 kcal per mole
charge = 0

---

(5)
The following is a quantum chemistry calculation of the molecule C16H14O6 at a distorted geometry, from OMol25.

Each line ends with the Löwdin charge.
Geometry (Å):
C1 4.142 -0.736 -1.011  -0.119
C2 4.593 -0.734 0.440  -0.253
C3 4.157 -1.991 1.241  -0.121
C4 2.767 -1.859 1.906  -0.395
O1 2.726 -1.517 3.069  0.086
C5 1.491 -2.163 1.193  -0.078
C6 0.483 -1.040 1.412  0.092
C7 -0.509 -0.624 0.538  -0.040
C8 -0.795 -1.192 -0.807  -0.222
O2 -0.445 -2.354 -1.121  0.110
C9 -1.582 -0.371 -1.773  -0.239
O3 -1.596 -0.602 -2.991  0.120
C10 -2.395 0.740 -1.255  -0.088
C11 -3.339 1.364 -2.095  0.100
C12 -4.242 2.338 -1.625  -0.215
O4 -5.219 2.878 -2.415  0.092
C13 -4.172 2.726 -0.293  -0.236
O5 -5.115 3.593 0.175  0.067
C14 -3.257 2.068 0.530  0.076
C15 -2.319 1.112 0.093  -0.081
C16 -1.314 0.538 0.993  -0.337
O6 -1.211 0.979 2.102  0.114
H1 4.683 0.047 -1.566  0.079
H2 4.394 -1.705 -1.463  0.078
H3 3.060 -0.614 -1.082  0.061
H4 5.680 -0.691 0.372  0.100
H5 4.268 0.210 0.932  0.122
H6 4.227 -2.901 0.632  0.114
H7 4.920 -2.157 2.060  0.130
H8 1.738 -2.210 0.132  0.105
H9 1.064 -3.108 1.576  0.159
H10 0.588 -0.524 2.359  0.124
H11 -3.406 1.057 -3.107  0.122
H12 -5.621 3.583 -1.885  0.107
H13 -5.202 3.537 1.150  0.139
H14 -3.243 2.320 1.583  0.128

## Properties
gap between HOMO and LUMO = 7.9 eV
E_HOMO = -9.31 eV
spin multiplicity = 1
E_LUMO = -1.428 eV
SMILES string = CCCC(=O)C/C=C1\C(=O)C(=O)c2cc(O)c(O)cc2C1=O
energy above the lowest of the compared OMol25 structures with the same formula, charge and spin = 44.0 kcal per mole
charge = 0

---

(6)
The following is a quantum chemistry calculation of a structure of composition C35H33BrClN7O11STl, from OMol25.

Each line ends with the Löwdin charge.
Geometry (Å):
Tl1 -0.180 0.484 0.247  1.131
Br1 0.916 5.238 -6.044  0.707
C1 2.180 5.296 -4.625  -0.696
C2 2.460 6.501 -4.006  -0.129
C3 3.400 6.539 -2.986  -0.042
C4 4.039 5.379 -2.557  -0.312
C5 3.735 4.172 -3.195  -0.023
C6 2.817 4.130 -4.232  -0.121
N1 5.102 5.490 -1.623  0.051
N2 5.307 4.625 -0.739  0.062
C7 4.378 3.631 -0.414  -0.272
C8 4.935 2.413 -0.037  -0.027
C9 4.189 1.256 0.090  -0.002
C10 2.798 1.256 -0.111  -0.370
O1 2.109 0.188 -0.135  -0.121
C11 2.178 2.558 -0.343  -0.141
N3 0.829 2.577 -0.408  0.091
C12 0.188 3.715 -0.563  -0.077
C13 0.868 4.939 -0.587  -0.012
C14 2.235 4.945 -0.510  -0.005
C15 2.948 3.729 -0.464  -0.122
H1 1.955 7.404 -4.323  0.099
H2 3.640 7.478 -2.499  0.116
H3 4.230 3.262 -2.874  0.123
H4 2.592 3.194 -4.726  0.092
H5 6.014 2.386 0.084  0.112
H6 4.656 0.308 0.335  0.115
H7 -0.890 3.664 -0.644  0.107
H8 0.310 5.865 -0.644  0.112
H9 2.771 5.883 -0.451  0.118
C16 -1.203 -0.821 6.690  -0.051
C17 -1.601 -1.025 5.253  -0.281
C18 -0.701 -1.553 4.335  -0.039
C19 -1.032 -1.666 2.995  -0.056
C20 -2.284 -1.243 2.575  -0.287
C21 -3.201 -0.717 3.474  -0.041
C22 -2.855 -0.616 4.807  -0.037
S1 -2.806 -1.559 0.916  0.588
O2 -3.194 -2.955 0.890  -0.311
O3 -3.833 -0.614 0.572  -0.292
N4 -1.497 -1.364 -0.042  -0.236
C23 -0.949 -2.657 -0.510  -0.193
C24 0.547 -2.573 -0.717  -0.542
O4 0.901 -2.873 -1.978  0.057
O5 1.323 -2.242 0.140  0.089
H10 -0.374 -1.473 6.969  0.072
H11 -2.039 -1.012 7.365  0.073
H12 -0.885 0.216 6.834  0.083
H13 0.287 -1.858 4.667  0.117
H14 -0.308 -2.062 2.289  0.107
H15 -4.162 -0.374 3.107  0.118
H16 -3.557 -0.182 5.513  0.114
H17 -1.409 -2.934 -1.457  0.119
H18 -1.152 -3.463 0.192  0.115
Cl1 2.720 3.300 3.339  0.564
C25 1.700 2.078 4.151  -0.483
C26 0.546 1.534 3.288  -0.685
O6 -0.560 1.535 3.813  0.042
O7 0.898 1.053 2.147  -0.117
H19 1.277 2.549 5.029  0.064
H20 2.347 1.252 4.438  0.074
N5 2.535 -1.728 -3.566  -0.010
C27 1.580 -0.743 -4.123  -0.220
C28 1.239 0.316 -3.072  -0.216
N6 0.007 0.092 -2.304  0.025
H21 2.916 -2.312 -4.297  0.088
H22 1.791 -2.504 -2.197  0.069
H23 3.307 -1.254 -3.111  0.091
H24 0.677 -1.281 -4.416  0.114
H25 1.976 -0.253 -5.017  0.102
H26 1.180 1.298 -3.539  0.110
H27 2.065 0.348 -2.364  0.086
H28 -0.312 -0.868 -2.359  0.062
H29 -0.762 0.688 -2.585  0.076
O8 -1.895 1.785 1.200  -0.027
C29 -2.517 1.986 0.119  -0.651
O9 -2.069 1.651 -1.006  -0.048
C30 -3.815 2.739 0.181  -0.108
C31 -3.964 3.768 1.102  0.013
C32 -5.118 4.534 1.107  0.007
C33 -6.118 4.236 0.198  -0.151
C34 -6.000 3.192 -0.706  0.010
C35 -4.836 2.446 -0.716  0.011
N7 -7.339 5.058 0.186  -0.352
O10 -8.211 4.780 -0.620  0.061
O11 -7.419 5.978 0.983  0.061
H30 -3.170 3.954 1.816  0.129
H31 -5.256 5.349 1.802  0.116
H32 -6.814 2.984 -1.386  0.117
H33 -4.705 1.618 -1.401  0.127

## Properties
gap between HOMO and LUMO = 6.7 eV
E_HOMO = -5.22 eV
spin multiplicity = 1
E_LUMO = 1.426 eV
energy above the lowest of the compared OMol25 structures with the same formula, charge and spin = 24.1 kcal per mole
charge = -1

---

(7)
The following is a quantum chemistry calculation of a structure of composition C20H77CuN5O16 at a distorted geometry, from OMol25.

Each line ends with the Löwdin charge.
Geometry (Å):
Cu1 -1.940 -0.667 -0.256  0.380
C1 0.111 2.816 -1.987  -0.033
C2 0.902 1.922 -1.034  -0.403
C3 1.743 2.570 0.116  -0.165
O1 2.618 1.664 0.787  -0.195
C4 3.846 1.343 0.113  -0.074
N1 0.014 0.949 -0.423  0.066
H1 -0.874 3.093 -1.609  0.058
H2 -0.004 2.302 -2.941  0.084
H3 0.621 3.743 -2.250  0.083
H4 1.633 1.470 -1.704  0.115
H5 1.152 3.085 0.874  0.128
H6 2.289 3.351 -0.413  0.122
H7 4.648 2.062 0.278  0.100
H8 3.784 1.064 -0.939  0.080
H9 4.286 0.493 0.635  0.046
H10 0.634 0.753 0.349  0.070
H11 -0.781 1.503 -0.139  0.032
C5 -0.807 -0.338 6.145  -0.048
C6 -1.859 0.459 5.366  -0.402
C7 -1.388 1.782 4.724  -0.192
O2 -0.447 2.424 5.582  -0.208
C8 0.292 3.530 4.998  -0.070
N2 -2.385 -0.415 4.334  0.056
H12 -0.135 -0.972 5.567  0.069
H13 -1.236 -1.077 6.822  0.080
H14 -0.222 0.247 6.854  0.080
H15 -2.629 0.755 6.078  0.132
H16 -2.229 2.368 4.355  0.126
H17 -0.710 1.516 3.912  0.109
H18 0.686 3.201 4.037  0.075
H19 0.979 3.978 5.716  0.089
H20 -0.381 4.379 4.876  0.078
H21 -1.576 -1.012 4.239  0.031
H22 -2.613 -0.029 3.429  0.029
C9 -4.133 5.609 -5.331  -0.060
C10 -3.029 6.151 -4.403  -0.427
C11 -3.177 5.570 -2.944  -0.190
O3 -3.223 4.112 -2.872  -0.209
C12 -3.644 3.654 -1.564  -0.088
N3 -1.761 5.706 -4.878  0.028
H23 -4.049 4.544 -5.550  0.071
H24 -4.249 6.052 -6.320  0.076
H25 -5.115 5.672 -4.862  0.073
H26 -3.056 7.239 -4.334  0.139
H27 -4.072 6.059 -2.558  0.113
H28 -2.387 6.094 -2.406  0.115
H29 -3.695 2.565 -1.579  0.065
H30 -4.674 4.011 -1.545  0.090
H31 -3.075 4.055 -0.726  0.087
H32 -1.880 4.718 -4.702  0.059
H33 -0.992 6.035 -4.312  0.071
C13 3.802 -0.550 -3.650  -0.054
C14 3.224 -1.951 -4.081  -0.407
C15 2.098 -2.398 -3.101  -0.146
O4 2.806 -2.832 -1.901  -0.249
C16 3.534 -4.085 -1.880  -0.083
N4 2.653 -1.757 -5.392  0.022
H34 4.696 -0.304 -4.224  0.082
H35 4.061 -0.602 -2.593  0.053
H36 3.094 0.279 -3.613  0.068
H37 4.079 -2.615 -4.212  0.134
H38 1.499 -3.233 -3.464  0.106
H39 1.442 -1.565 -2.847  0.116
H40 4.581 -3.866 -1.672  0.082
H41 3.551 -4.727 -2.761  0.088
H42 3.108 -4.611 -1.026  0.077
H43 3.014 -2.403 -6.080  0.073
H44 3.056 -0.895 -5.730  0.057
C17 3.330 -3.506 2.370  -0.047
C18 3.566 -1.968 2.325  -0.391
C19 5.085 -1.608 2.100  -0.148
O5 6.002 -2.202 3.078  -0.186
C20 7.330 -1.724 2.945  -0.117
N5 2.740 -1.313 1.348  0.050
H45 3.654 -3.922 3.324  0.078
H46 3.833 -4.118 1.622  0.071
H47 2.322 -3.919 2.420  0.050
H48 3.114 -1.575 3.235  0.137
H49 5.212 -0.527 2.046  0.101
H50 5.297 -2.077 1.139  0.122
H51 8.028 -2.050 3.716  0.088
H52 7.279 -0.639 2.853  0.082
H53 7.847 -2.149 2.085  0.080
H54 2.864 -0.311 1.367  0.034
H55 3.002 -1.647 0.432  0.064
O6 -3.052 -5.771 0.404  -0.038
H56 -3.485 -4.926 0.526  0.001
H57 -2.117 -5.566 0.413  0.016
O7 -0.868 -4.649 -2.011  -0.047
H58 -0.716 -5.239 -2.748  0.045
H59 -1.040 -3.799 -2.415  -0.036
O8 -0.352 -2.308 0.163  -0.029
H60 0.595 -2.168 0.156  0.038
H61 -0.454 -3.260 0.155  0.054
O9 -5.960 -0.444 -0.096  -0.022
H62 -6.434 -1.275 -0.080  0.063
H63 -6.340 0.035 -0.833  0.070
O10 -3.670 -3.408 2.840  -0.029
H64 -3.926 -3.083 3.703  0.059
H65 -2.859 -3.892 2.996  0.055
O11 -0.088 -2.435 3.129  -0.040
H66 -0.139 -2.383 2.174  -0.015
H67 0.359 -3.264 3.301  0.030
O12 -2.234 1.081 1.114  -0.059
H68 -2.072 1.976 1.414  0.070
H69 -3.136 0.900 1.376  -0.010
O13 -2.910 -0.056 -2.211  -0.013
H70 -2.541 -0.615 -2.894  0.034
H71 -3.172 0.743 -2.669  0.054
O14 -4.449 0.205 2.119  -0.033
H72 -4.207 -0.422 2.801  0.031
H73 -5.054 -0.276 1.555  0.011
O15 -3.624 -2.120 0.381  -0.025
H74 -4.534 -2.089 0.088  0.035
H75 -3.651 -2.619 1.197  -0.003
O16 -1.231 -2.640 -3.671  -0.037
H76 -2.025 -3.126 -3.894  0.069
H77 -1.231 -1.893 -4.269  0.068

## Properties
gap between HOMO and LUMO = 8.4 eV
E_HOMO = -10.99 eV
spin multiplicity = 1
E_LUMO = -2.585 eV
charge = +1

---

> Number 3 is which compound?

C5H8O

---

> Look up the charge of the fourth one.

0